40
Properties=species:S:1:pos:R:3:forces:R:3:mulliken_charge:R:1 method="wB97M-V/def2-TZVPD" e_tot_ha=-825.4124 lumo_ev="0.213 / -5.084" spin_multiplicity=2 e_homo_ev="-9.65 / -9.65" gap_ev="9.9 / 4.6" de_lowest_kcal_mol=84.9
C -1.725685 -0.151321 1.138451 -4.0 -3.9 2.0 -0.771
C -0.398525 0.206312 1.470725 3.6 3.5 -1.4 1.054
C 0.629703 -0.876753 1.875678 -0.7 -1.4 0.9 0.211
O 1.837246 -0.530485 1.390112 1.3 0.5 -1.0 -0.498
C -1.840163 -1.222573 -0.007503 1.3 0.7 -0.7 -0.633
N -1.341886 -0.622495 -1.327013 -0.2 -1.1 0.6 -0.171
C -0.941994 -1.618733 -2.420584 0.4 0.6 0.2 -0.253
C 0.369784 -1.148922 -3.066616 0.1 -0.8 -1.7 -1.164
H -2.204743 -0.593930 2.165244 0.9 0.3 -2.3 0.274
H -2.466930 0.630165 1.018252 0.5 0.7 -0.6 0.379
H -0.284368 1.213935 1.983231 -0.2 -1.6 0.3 0.288
H 0.189961 0.436888 0.568714 -1.3 0.6 -0.4 -1.271
H 0.359491 -1.913535 1.457937 0.0 1.5 0.9 0.128
H 0.784892 -0.776635 2.951448 -0.5 -0.8 0.4 0.363
H -1.203788 -2.127596 0.143700 -0.6 0.5 0.5 0.355
H -2.876051 -1.545530 -0.048656 -0.1 0.0 -0.4 0.402
H -0.547082 0.004502 -1.099240 -0.6 -0.8 -0.5 0.104
H -0.775054 -2.677029 -2.097832 -0.4 0.8 0.4 0.217
H -1.701161 -1.654203 -3.236664 0.2 0.2 0.9 0.301
H 0.419870 -1.504055 -4.145650 -0.1 0.2 1.2 0.342
H 1.304889 -1.508122 -2.613169 -0.5 0.2 0.3 0.282
H 0.392930 -0.074692 -3.152056 0.1 0.5 0.2 0.325
H 0.261351 3.616453 -0.481615 -0.7 2.3 2.2 0.292
H 1.005528 2.311812 -0.661250 1.0 -1.2 0.9 0.337
O 0.488940 2.971208 -1.078142 -0.9 -0.6 -3.3 -0.598
H -2.057385 2.184793 -2.171596 -0.3 -0.2 -0.1 0.328
H -2.598934 0.812667 -1.808408 0.3 -0.4 0.0 0.385
O -2.886783 1.721573 -1.969485 0.1 0.6 -0.2 -0.791
H 2.857641 1.269776 -0.646697 2.6 0.4 0.0 0.234
H 1.857772 0.151248 0.402832 0.9 1.0 -1.4 0.296
O 1.983481 1.005308 -0.514007 -2.8 -2.3 1.6 -0.660
H 3.862138 0.792950 3.252976 0.7 0.3 0.6 0.284
H 2.901514 -0.018086 2.365021 3.6 -1.1 2.5 0.357
O 3.834198 -0.144829 3.054317 -3.9 1.0 -2.8 -0.725
H 3.039963 -2.297590 1.583098 -0.1 2.0 -3.8 0.276
H 3.280151 -2.180964 2.946865 0.8 1.3 2.1 0.355
O 3.086720 -2.822872 2.309850 -0.4 -3.5 1.7 -0.608
H -2.225362 2.658674 -0.100408 -2.0 0.9 1.0 0.285
H -3.746901 2.932686 0.074479 -1.1 -0.4 -1.0 0.334
O -2.925361 3.089981 0.493669 3.1 -0.4 0.2 -0.646